1.
Molecular formula: C4H9NO
Method: DFT, wB97M-V/def2-TZVPD

Structure (XYZ):
```
15
Properties=species:S:1:pos:R:3:forces:R:3
C 1.641069 -0.040483 -1.389790 0.0 0.0 0.0
C 0.306409 0.688309 -1.249028 0.0 0.1 -0.1
N -0.574157 0.071485 -0.272487 0.0 -0.1 0.1
C -0.498010 0.295461 1.070917 0.0 0.0 0.0
C -1.380405 -0.627038 1.897729 0.0 0.0 0.1
O 0.214094 1.150918 1.570106 -0.2 -0.3 -0.2
H 2.234397 0.384531 -2.206958 -0.1 0.0 0.1
H 1.482424 -1.103682 -1.604711 0.0 0.2 0.0
H 2.216997 0.042227 -0.463399 -0.1 0.0 -0.1
H 0.468872 1.727116 -0.949167 0.0 -0.2 0.0
H -0.225169 0.700447 -2.207325 0.1 0.0 0.1
H -1.117137 -0.722608 -0.568184 0.1 0.1 0.0
H -2.033903 -1.261892 1.290431 0.1 0.1 0.1
H -1.996516 -0.033125 2.576040 0.1 0.0 -0.1
H -0.738964 -1.271665 2.505825 -0.1 0.1 -0.1
```
Positions in Å, forces in eV/Å.

Its relative energy (zero: lowest compared OMol25 entry of this formula, charge and spin) is 4.6 kcal/mol. The calculation puts the frontier orbital gap at 10.52 eV. The HOMO energy comes out at -0.353 hartree. As for the LUMO energy: 0.907 eV. The SMILES is CCNC(C)=O. As for the energy: -7832.1191 eV. For the molar mass, the calculation gives 87.12 g mol⁻¹.

Here are the Löwdin charges for atoms 1 to 4, given in e:
1 C -0.09
2 C -0.24
3 N 0.03
4 C -0.55

2.
Molecular formula: C24H45Cl2N6O7
Method: DFT, wB97M-V/def2-TZVPD

Structure (XYZ):
```
84
Properties=species:S:1:pos:R:3:forces:R:3
C -2.229783 5.609402 0.605418 0.7 0.8 -0.3
C -0.881488 5.159088 0.061328 -0.3 -0.5 0.6
Cl -0.622829 5.754397 -1.604138 0.0 0.1 0.0
C -0.598401 3.624508 0.237417 0.2 0.7 -0.2
Cl -2.041395 2.619981 0.467170 0.0 0.0 -0.1
C 0.330382 3.060476 -0.807082 0.4 -0.3 -0.3
C 1.680337 3.155843 -0.523149 -0.4 0.3 0.2
N 2.617840 2.721899 -1.373967 -0.6 0.1 0.0
C 2.284245 2.154950 -2.535427 0.3 -0.3 -0.6
C 0.962084 2.013802 -2.897881 0.4 0.2 0.5
C -0.022548 2.480741 -2.036931 -0.3 0.4 0.1
C -1.456602 2.286748 -2.478177 -0.2 -0.1 -0.2
O -1.948040 1.210701 -2.421824 -0.1 -0.9 0.3
O -2.153958 3.335800 -2.942276 0.1 0.0 -0.3
H -2.486292 5.099128 1.525257 -0.2 -0.3 0.0
H -3.012802 5.556086 -0.136217 -0.2 -0.4 0.1
H -2.112642 6.660665 0.866932 -0.2 0.1 -0.1
H -0.125765 5.656117 0.662688 0.3 0.0 -0.2
H -0.056988 3.581996 1.178071 -0.1 -0.2 0.2
H 2.005913 3.608358 0.397580 0.3 -0.1 0.0
H 3.592072 2.831558 -1.120396 0.0 -0.2 0.1
H 3.089531 1.820472 -3.171732 0.1 -0.2 0.1
H 0.725174 1.531531 -3.831745 -0.1 0.0 -0.1
H -1.644199 3.825067 -3.602642 0.1 0.4 0.4
C 3.200057 -1.381062 -3.916838 -0.2 -0.1 0.2
O 3.795285 -0.600584 -3.172435 -0.1 0.3 -0.1
N 3.457890 -1.479387 -5.231520 0.0 0.0 0.0
C 2.749958 -2.404936 -6.098733 0.1 0.1 0.0
C 4.487372 -0.629297 -5.807228 0.0 -0.1 0.2
H 2.408330 -2.065432 -3.550130 0.4 0.3 -0.3
H 3.457523 -3.100493 -6.553601 -0.1 0.0 0.0
H 2.237971 -1.852713 -6.890219 0.0 -0.1 0.0
H 2.020494 -2.968442 -5.526335 0.0 0.0 0.1
H 5.444177 -0.820279 -5.321101 0.0 0.1 0.0
H 4.233995 0.421430 -5.655232 0.1 0.0 -0.1
H 4.574738 -0.829303 -6.871693 0.0 0.0 0.0
C 1.917268 1.499237 2.389063 0.1 0.0 0.1
O 2.853207 1.846261 1.669544 -0.1 0.1 -0.1
N 1.440965 0.260881 2.470694 -0.2 0.0 0.0
C 0.327681 -0.094913 3.344325 0.2 -0.2 -0.1
C 2.056738 -0.778238 1.659732 0.1 0.1 0.0
H 1.387755 2.212243 3.042869 0.0 0.0 0.0
H 0.650582 -0.851512 4.064445 -0.2 0.3 -0.2
H -0.490728 -0.493399 2.740464 0.0 0.0 0.0
H -0.023338 0.784018 3.881825 0.0 0.0 0.0
H 3.113421 -0.868141 1.910845 0.0 0.0 -0.1
H 1.979425 -0.522108 0.601707 0.0 -0.1 0.0
H 1.556618 -1.724820 1.843830 0.0 0.0 0.1
C -6.033039 5.283761 1.573557 0.0 0.2 0.0
O -5.022577 5.587088 0.961294 -0.2 -0.1 0.1
N -6.598505 4.065727 1.564528 -0.1 0.0 0.1
C -7.805420 3.769406 2.313888 0.1 -0.1 -0.1
C -5.978789 3.014376 0.775941 0.1 0.2 0.0
H -6.578121 6.010054 2.197951 0.0 0.0 0.0
H -7.609758 2.975002 3.036329 -0.1 0.0 0.0
H -8.595077 3.444354 1.634492 -0.1 0.0 0.1
H -8.142654 4.655098 2.847248 0.0 0.0 0.0
H -4.959175 2.844985 1.122791 0.0 -0.1 0.0
H -5.937103 3.309868 -0.272966 0.0 -0.1 0.0
H -6.553159 2.096932 0.872671 0.0 0.0 0.0
C 0.580303 -4.124115 -2.705393 0.0 0.1 0.0
O 1.544180 -3.822354 -3.397497 -0.3 -0.3 0.1
N 0.059172 -5.351991 -2.623525 -0.1 -0.1 0.1
C -1.087297 -5.651190 -1.784568 0.1 -0.1 -0.1
C 0.664700 -6.422128 -3.403984 0.1 0.2 0.0
H 0.055410 -3.383886 -2.079900 0.0 0.0 0.0
H -0.817528 -6.404533 -1.042982 -0.1 0.0 0.0
H -1.905531 -6.032677 -2.396770 -0.1 0.0 0.1
H -1.421107 -4.752796 -1.270139 0.0 0.0 0.0
H 1.709376 -6.543209 -3.118328 0.0 0.0 0.0
H 0.627139 -6.174240 -4.464559 0.0 -0.1 0.0
H 0.129076 -7.350706 -3.228479 0.0 0.0 0.0
C 1.212492 -2.968222 6.340988 -0.1 0.1 0.1
O 0.971495 -2.125731 5.488736 0.1 -0.3 0.2
N 1.986437 -4.044519 6.150814 0.0 -0.1 0.1
C 2.236956 -5.012125 7.204344 0.1 0.0 -0.2
C 2.593774 -4.246285 4.845529 -0.1 0.2 0.0
H 0.799603 -2.901948 7.359259 0.0 0.0 0.0
H 3.306519 -5.066087 7.412274 0.0 -0.1 0.1
H 1.884926 -5.997412 6.895157 0.0 0.0 0.1
H 1.715625 -4.720758 8.113024 0.0 0.0 0.0
H 3.232227 -3.397529 4.597994 0.0 0.0 -0.1
H 1.817278 -4.324158 4.083516 0.0 0.0 0.0
H 3.186921 -5.156378 4.854207 0.0 0.0 0.0
```
Positions in Å, forces in eV/Å.

The calculation puts the frontier orbital gap at 7.54 eV. The HOMO energy comes out at -0.406 hartree. The net charge is +1. As for the LUMO energy: -3.508 eV. As for the energy: -73930.6950 eV. For the molar mass, the calculation gives 600.57 g mol⁻¹.

Here are the Löwdin charges for atoms 1 to 4, given in e:
1 C -0.16
2 C -0.69
3 Cl 0.69
4 C -0.61

3.
Molecular formula: C19H29AlP2Si
Method: DFT, wB97M-V/def2-TZVPD

Structure (XYZ):
```
52
Properties=species:S:1:pos:R:3:forces:R:3
Al 0.244318 0.176508 -1.519154 -0.7 -0.2 -0.4
C -1.710934 -3.242869 -0.124746 0.0 0.0 0.0
P -1.842069 -1.492134 -0.646352 0.0 0.3 0.2
C -3.471868 -1.558465 -1.496809 0.0 0.1 0.0
C -2.246244 -0.612372 0.936765 -0.1 0.1 0.0
C -2.661660 -1.312902 2.069543 0.0 0.0 0.0
C -2.917206 -0.653089 3.263341 0.0 0.0 0.0
C -2.763750 0.724391 3.346759 0.0 0.0 0.0
C -2.368772 1.441716 2.227683 0.0 0.0 0.0
C -2.113190 0.794316 1.021452 0.0 -0.4 -0.2
P -1.475512 1.599722 -0.484075 0.2 0.0 0.6
C -0.688378 3.155306 0.056049 -0.1 0.0 0.0
C -2.945583 2.223797 -1.343043 0.0 0.0 -0.2
H -2.665079 -3.645233 0.218372 0.0 0.0 0.0
H -0.963384 -3.351889 0.658951 0.0 0.0 0.0
H -1.380149 -3.821499 -0.987426 0.0 0.0 0.0
H -4.271671 -1.737539 -0.777905 0.0 0.0 0.0
H -3.448183 -2.373035 -2.222473 0.0 0.0 0.0
H -3.672143 -0.634388 -2.037824 0.0 -0.1 0.0
H -2.779358 -2.388694 2.031202 0.0 0.0 0.0
H -3.229974 -1.217223 4.133088 0.0 0.0 0.0
H -2.950927 1.236422 4.283299 0.0 0.0 -0.1
H -2.251436 2.518934 2.297473 0.0 -0.1 0.0
H -1.422373 3.906639 0.352926 0.0 0.0 0.0
H -0.122413 3.522682 -0.802099 0.0 0.0 0.0
H -0.002245 2.969115 0.881879 0.0 0.0 0.0
H -3.575090 2.746965 -0.625046 -0.1 0.1 0.0
H -3.509942 1.426090 -1.821238 0.0 0.0 0.1
H -2.597961 2.903684 -2.120623 0.0 0.0 0.0
C 0.107311 1.059966 -3.160934 0.5 -0.5 0.1
H -0.647825 0.619014 -3.825256 -0.2 0.3 0.1
H 1.031904 1.178929 -3.733226 0.0 0.0 0.0
C 1.734865 -2.315954 1.096547 -0.3 -0.4 -0.1
Si 1.597241 -0.583796 0.410453 0.5 0.8 -0.3
C 1.477860 0.548809 1.904504 -0.2 0.1 0.3
C 3.253788 -0.201502 -0.424537 0.2 0.0 -0.1
C 3.644467 -0.944208 -1.550507 0.1 0.1 0.1
C 4.802976 -0.641346 -2.252518 0.0 0.0 0.1
C 5.596461 0.427022 -1.852064 0.0 0.0 0.0
C 5.230058 1.180183 -0.745326 -0.1 -0.1 0.0
C 4.071875 0.867626 -0.040238 0.0 -0.1 -0.1
H 2.694014 -2.391912 1.614334 0.0 0.0 0.0
H 1.691212 -3.095871 0.329431 0.1 0.1 0.1
H 0.935040 -2.508849 1.818948 0.1 0.0 0.0
H 2.348495 0.430104 2.560842 -0.1 0.0 0.0
H 0.575559 0.307620 2.482291 0.1 0.1 0.0
H 1.406087 1.603065 1.619901 0.1 -0.1 0.0
H 3.028162 -1.773569 -1.890509 0.0 0.1 0.0
H 5.081736 -1.229087 -3.117929 0.0 0.0 0.0
H 6.490360 0.678826 -2.409687 0.0 0.0 0.0
H 5.847414 2.012371 -0.429708 0.0 0.0 0.0
H 3.804116 1.467605 0.825218 0.0 0.0 -0.1
```
Positions in Å, forces in eV/Å.

Its relative energy (zero: lowest compared OMol25 entry of this formula, charge and spin) is 17.9 kcal/mol. The calculation puts the frontier orbital gap at 6.10 eV. The HOMO energy comes out at -0.207 hartree. As for the LUMO energy: 0.472 eV. As for the energy: -53224.8595 eV. For the molar mass, the calculation gives 374.46 g mol⁻¹.

Here are the Löwdin charges for atoms 1 to 4, given in e:
1 Al 0.16
2 C -0.27
3 P 0.86
4 C -0.25

4.
Molecular formula: C5H23N2O7
Method: DFT, wB97M-V/def2-TZVPD

Structure (XYZ):
```
37
Properties=species:S:1:pos:R:3:forces:R:3
N -1.116642 -1.123700 2.238364 -1.1 -2.2 -0.4
C -1.726593 -0.768186 0.896742 0.8 -1.3 0.3
C -0.964079 0.442559 0.372919 -0.8 -0.3 1.1
C -1.784177 1.044080 -0.727444 2.1 -1.7 -2.0
C -2.380647 2.203196 -0.701224 -0.5 0.6 1.5
C -1.320285 -2.080738 0.159250 -2.7 -4.2 -0.5
N -0.682206 -2.080342 -1.023346 -1.0 -3.3 0.0
O -1.689649 -3.226296 0.651570 0.9 4.2 -1.1
H -0.482694 -2.018119 2.055451 -0.5 1.8 0.5
H -1.864873 -1.376644 2.907187 0.7 0.4 -0.1
H -0.576689 -0.329431 2.500998 0.8 0.6 1.4
H -2.837670 -0.592345 1.031374 1.4 -0.5 -0.5
H 0.048790 0.090879 0.218775 0.2 0.1 -1.2
H -0.722280 1.096053 1.217194 -0.8 0.6 -0.2
H -1.762968 0.442531 -1.741220 -0.1 1.3 2.1
H -2.589286 2.872479 0.141246 0.7 -0.5 -0.1
H -2.821586 2.502557 -1.580017 -1.2 0.8 -1.9
H -0.255693 -1.361783 -1.507920 0.7 2.2 -0.9
H -0.481337 -3.038280 -1.445469 -0.5 1.8 1.2
H -0.728787 1.484315 3.955076 0.7 -0.3 0.1
H 0.643380 1.218742 4.629444 0.4 0.2 0.3
O 0.053095 0.880639 3.958132 -1.2 0.1 -0.6
H 2.071642 1.575806 -3.775879 -1.1 1.6 -0.9
H 1.461628 1.911355 -2.653383 -0.3 -0.7 5.4
O 1.396765 2.271255 -3.470581 1.9 -0.3 -4.2
H 3.135798 2.368409 -1.192116 0.5 1.7 -1.1
H 3.422941 2.108443 0.345793 -0.4 0.2 -0.9
O 3.077945 1.745534 -0.502939 0.3 -0.6 1.6
H 3.157405 0.091713 -0.045041 -1.3 -0.5 0.8
H 1.956401 -0.726470 -0.501845 0.2 0.3 0.5
O 2.343484 -0.367885 0.329832 0.5 -1.0 -1.0
H 1.204194 -3.380121 1.359923 -0.3 2.3 -0.5
H 1.587807 -1.715437 1.074200 -0.8 -1.9 0.4
O 0.858377 -2.452250 1.143414 2.2 -0.6 0.9
H 0.255219 0.829221 -3.066301 -0.6 0.9 -0.9
H -0.146744 -0.432082 -4.060377 0.8 1.4 1.8
O 0.260014 -0.109659 -3.191783 -0.7 -3.0 -1.0
```
Positions in Å, forces in eV/Å.

Its relative energy (zero: lowest compared OMol25 entry of this formula, charge and spin) is 72.8 kcal/mol. The spin multiplicity is 2. The calculation puts the frontier orbital gap (spin up / spin down) at 2.34 / 10.23 eV. The HOMO energy (spin up / spin down) comes out at -0.084 / -0.370 hartree. As for the LUMO energy (spin up / spin down): 0.039 / 0.169 eV. As for the energy: -22865.0818 eV. For the molar mass, the calculation gives 223.25 g mol⁻¹.

Here are the Löwdin charges for atoms 1 to 4, given in e:
1 N 0.16
2 C -0.21
3 C -0.20
4 C -0.20